(1)
44
Properties=species:S:1:pos:R:3:forces:R:3:mulliken_charge:R:1 method="wB97M-V/def2-TZVPD" de_lowest_kj_mol=421.51 gap_ha=0.337 total_charge=+1
C -0.859 1.158 2.943 0.224 1.794 -1.122 -1.14
C -0.639 0.297 1.714 -1.042 1.157 -3.416 0.11
C 0.639 0.623 0.969 2.052 1.744 0.786 0.31
C 1.175 -0.157 -0.252 -0.544 -2.099 1.434 0.61
C 1.138 -1.504 -0.133 -0.610 0.209 0.414 -0.70
N 1.686 -2.403 -1.107 0.365 -0.001 0.089 -0.51
C 1.980 0.467 -1.351 0.227 1.167 -1.507 -1.12
N -1.752 0.640 0.583 0.546 -0.241 0.662 -0.13
H -0.379 0.486 3.665 -0.336 0.986 0.761 0.35
H -1.978 1.301 3.064 1.451 -0.198 0.532 0.38
H -0.321 2.288 2.836 -1.432 -3.335 0.396 0.20
H -0.841 -0.739 1.828 0.077 -0.935 0.659 0.39
H 0.473 1.713 0.668 0.514 -1.132 0.329 0.28
H 1.519 0.662 1.763 -2.480 -0.265 -1.722 -0.38
H 0.717 -2.039 0.780 0.395 0.946 -1.205 0.26
H 2.718 -2.293 -1.035 -1.112 -0.441 -0.968 0.31
H 1.277 -2.301 -2.059 1.242 0.166 1.081 0.22
H 2.195 -0.146 -2.261 -0.676 -0.094 0.954 0.41
H 1.543 1.405 -1.811 0.563 -0.717 0.926 -0.01
H 3.010 0.670 -1.009 -0.470 0.383 0.133 0.33
H -2.704 0.520 0.906 -0.116 -0.461 0.187 0.47
H -1.686 0.063 -0.298 0.291 0.685 1.090 0.01
H -1.682 1.621 0.360 0.316 0.386 -0.429 0.39
H -1.438 1.394 -2.911 0.992 0.023 -0.045 0.27
H -0.454 1.695 -1.640 1.640 -0.193 -0.686 0.33
O -1.309 1.711 -2.018 -3.277 -0.388 0.745 -0.67
H -4.225 -1.466 -0.221 1.368 1.239 -0.349 0.29
H -3.123 -2.125 0.326 1.173 0.061 0.064 0.36
O -3.241 -1.263 -0.116 -3.534 -1.579 0.580 -0.65
H 2.699 0.317 3.804 0.359 1.349 0.435 0.28
H 3.274 0.048 2.295 -0.283 0.464 1.288 0.38
O 2.842 -0.287 3.103 0.114 -2.031 -1.410 -0.63
H 3.627 2.315 1.165 -0.714 -0.092 0.138 0.26
H 2.501 2.830 2.040 -0.120 0.177 0.192 0.25
O 2.701 2.118 1.427 2.013 0.895 -0.411 -0.52
H 0.941 4.142 -2.623 0.414 -0.218 -0.096 0.27
H -0.526 3.957 -2.422 0.988 -1.245 -0.168 0.29
O 0.308 3.419 -2.526 -0.722 2.086 0.117 -0.59
H -0.639 -2.191 -2.292 -1.343 1.055 0.108 0.26
H -1.914 -1.158 -2.383 0.194 -0.062 -0.751 0.23
O -1.375 -1.718 -1.828 1.306 -0.734 0.048 -0.51
H -2.387 -3.016 -1.125 0.366 0.812 -0.644 0.40
H -2.034 -4.464 -1.092 0.316 -0.786 -0.156 0.28
O -2.508 -3.802 -0.609 -0.694 -0.539 0.937 -0.65

---

(2)
104
Properties=species:S:1:pos:R:3:forces:R:3:mulliken_charge:R:1 method="wB97M-V/def2-TZVPD" multiplicity=3 gap_ha="0.266 / 0.197" total_charge=0
Pt 0.452 0.548 -0.818 0.084 -0.409 0.439 3.80
C -1.566 -6.289 -1.075 -0.026 0.015 -0.017 -0.59
C -2.578 -5.402 -1.420 0.017 0.049 0.023 -0.88
C -2.429 -4.040 -1.188 0.052 -0.070 0.022 -0.03
C -1.263 -3.542 -0.599 0.081 -0.033 0.135 -0.13
C -0.260 -4.444 -0.260 -0.045 -0.088 -0.032 -0.49
C -0.404 -5.805 -0.492 0.061 -0.015 0.040 -0.67
P -0.936 -1.742 -0.280 -0.437 0.080 -0.379 0.53
C -2.268 -1.138 -1.409 -0.023 0.113 0.077 0.35
C -3.501 -0.661 -0.991 -0.042 -0.179 -0.051 -0.73
C -4.436 -0.199 -1.916 0.008 -0.018 0.013 -0.61
C -4.153 -0.237 -3.271 0.027 0.001 -0.019 -0.79
C -2.934 -0.756 -3.703 0.003 -0.010 0.019 -0.74
C -2.001 -1.198 -2.781 -0.008 0.081 0.026 -0.59
C -1.649 -1.429 1.425 0.196 0.007 0.184 0.29
C -2.645 -2.356 1.833 0.054 0.117 0.112 0.03
C -3.470 -2.395 2.994 0.041 -0.043 -0.075 -0.76
C -3.780 -1.365 3.806 -0.056 0.058 0.043 -1.32
C -3.324 0.040 3.542 0.092 -0.097 -0.180 0.65
C -1.119 -0.378 2.176 -0.185 0.207 0.308 0.20
Si 0.435 0.598 1.553 0.345 0.095 -0.322 -1.82
C 0.826 2.525 1.482 -0.351 0.019 0.240 0.80
C 1.847 3.200 2.141 -0.002 -0.049 0.015 -1.03
C 2.146 4.527 1.827 -0.025 0.007 -0.042 -1.06
C 1.427 5.204 0.855 0.034 -0.065 0.036 -0.89
C 0.383 4.560 0.192 -0.007 -0.052 0.031 -1.11
C 0.099 3.244 0.508 -0.004 0.031 0.129 0.15
P -1.217 2.198 -0.192 0.712 0.202 0.014 2.11
C -2.264 3.221 -1.257 -0.089 -0.092 0.002 0.42
C -3.016 4.261 -0.707 0.007 0.045 -0.078 -0.47
C -3.824 5.039 -1.522 0.007 -0.020 0.025 -0.75
C -3.889 4.775 -2.887 0.032 -0.009 0.008 -0.60
C -3.146 3.739 -3.433 -0.038 0.020 -0.012 -0.90
C -2.335 2.957 -2.619 -0.023 -0.034 -0.005 -0.16
C -2.191 2.034 1.353 -0.235 -0.140 -0.078 -0.55
C -1.626 2.440 2.651 -0.026 0.009 0.090 -0.22
C -1.472 1.602 3.677 -0.038 -0.055 -0.147 -1.37
C -1.772 0.135 3.474 -0.118 0.042 -0.187 0.16
C -4.000 0.598 2.303 0.050 0.051 0.187 -1.35
C -3.459 1.379 1.335 0.098 0.219 0.069 -0.26
C 2.083 0.136 2.343 -0.019 -0.145 -0.017 0.41
C 2.393 0.100 3.704 -0.007 0.004 -0.111 -0.32
C 3.718 0.140 4.124 -0.069 0.017 0.010 -1.04
C 4.740 0.255 3.190 0.014 -0.010 -0.045 -0.83
C 4.453 0.255 1.830 -0.040 -0.008 0.039 -0.99
C 3.132 0.155 1.407 -0.169 -0.028 0.130 0.31
P 2.586 -0.191 -0.312 -0.203 0.034 -0.120 0.97
C 3.953 0.380 -1.377 0.020 0.085 0.022 0.78
C 3.758 1.530 -2.137 0.063 0.036 0.030 -0.57
C 4.758 1.997 -2.979 -0.008 0.005 0.035 -0.79
C 5.964 1.318 -3.065 0.019 -0.021 -0.004 -0.67
C 6.180 0.186 -2.290 -0.016 -0.005 0.037 -0.75
C 5.181 -0.281 -1.448 -0.026 0.050 -0.029 -0.62
C 2.852 -2.013 -0.311 0.026 -0.011 -0.095 0.56
C 2.927 -2.760 0.864 0.186 0.032 -0.018 -0.66
C 3.297 -4.101 0.825 -0.142 -0.021 -0.011 -0.56
C 3.553 -4.722 -0.388 -0.068 -0.003 0.043 -0.59
C 3.417 -4.002 -1.568 0.007 0.041 -0.048 -0.70
C 3.075 -2.658 -1.530 -0.150 0.016 -0.056 -1.05
H -1.683 -7.349 -1.266 0.011 0.047 0.014 0.38
H -3.491 -5.771 -1.873 0.035 0.023 0.006 0.43
H -3.228 -3.367 -1.468 -0.010 -0.012 -0.008 0.54
H 0.645 -4.069 0.186 0.259 0.037 0.080 0.34
H 0.398 -6.486 -0.225 -0.049 0.055 -0.009 0.44
H -3.741 -0.669 0.062 -0.013 -0.019 -0.092 0.62
H -5.392 0.184 -1.574 0.040 -0.009 0.002 0.41
H -4.876 0.129 -3.990 0.022 -0.021 0.019 0.40
H -2.707 -0.804 -4.762 -0.004 0.000 0.041 0.41
H -1.049 -1.595 -3.120 -0.001 0.048 -0.022 0.58
H -2.767 -3.215 1.189 0.005 -0.024 -0.024 0.35
H -3.938 -3.353 3.202 0.058 0.005 -0.012 0.43
H -4.408 -1.548 4.673 -0.011 0.041 -0.092 0.40
H -3.637 0.654 4.392 -0.003 0.022 0.041 0.73
H 2.442 2.691 2.893 -0.045 0.031 -0.033 0.44
H 2.956 5.030 2.344 -0.015 -0.024 -0.022 0.42
H 1.680 6.227 0.604 -0.012 -0.009 0.007 0.39
H -0.185 5.075 -0.575 -0.005 -0.002 0.040 0.52
H -2.963 4.460 0.358 -0.028 -0.006 -0.019 0.43
H -4.407 5.846 -1.093 0.032 -0.032 -0.026 0.41
H -4.523 5.381 -3.524 0.019 -0.026 0.027 0.39
H -3.199 3.532 -4.496 0.010 0.004 0.046 0.46
H -1.750 2.149 -3.037 -0.099 0.041 0.030 0.20
H -1.318 3.478 2.752 -0.039 -0.021 -0.017 0.54
H -1.165 1.963 4.654 0.082 -0.032 -0.095 0.41
H -1.374 -0.449 4.311 0.017 0.025 0.003 0.87
H -5.019 0.253 2.159 0.005 -0.005 -0.038 0.23
H -4.049 1.533 0.435 0.014 -0.069 0.015 0.81
H 1.594 0.069 4.440 0.077 0.008 -0.036 0.38
H 3.954 0.115 5.182 -0.009 0.004 -0.041 0.38
H 5.769 0.327 3.521 -0.027 0.002 -0.013 0.41
H 5.258 0.330 1.110 0.007 -0.050 -0.018 0.53
H 2.811 2.052 -2.065 -0.008 0.008 -0.035 0.14
H 4.589 2.885 -3.575 -0.013 -0.023 0.013 0.45
H 6.735 1.666 -3.742 -0.016 0.006 0.047 0.39
H 7.126 -0.339 -2.344 -0.035 0.006 -0.011 0.42
H 5.354 -1.171 -0.854 -0.011 -0.026 -0.038 0.56
H 2.742 -2.293 1.822 0.022 -0.004 -0.007 0.26
H 3.377 -4.659 1.752 0.000 0.038 -0.048 0.37
H 3.844 -5.766 -0.416 -0.004 0.057 -0.002 0.40
H 3.599 -4.483 -2.523 -0.031 0.036 0.047 0.43
H 2.990 -2.097 -2.455 0.003 -0.008 0.018 0.56
F 1.394 -0.171 -3.637 -0.180 0.194 0.079 -0.15
B 0.683 0.735 -2.899 0.086 -0.192 -0.369 0.11
F 0.219 1.719 -3.718 0.226 -0.185 0.095 -0.16

---

(3)
70
Properties=species:S:1:pos:R:3:forces:R:3:mulliken_charge:R:1 method="wB97M-V/def2-TZVPD" de_lowest_kj_mol=196.12 gap_ha="0.246 / 0.244" total_charge=+3
W 0.556 0.410 0.445 -1.602 -1.023 0.094 1.29
C 0.046 -0.511 4.582 0.097 -0.103 0.033 -1.25
C 1.553 -0.400 4.271 -0.129 0.050 0.005 0.50
C 2.154 0.919 4.739 0.030 -0.013 0.009 -1.74
C 1.832 -0.713 2.822 -0.315 0.098 -0.056 0.91
C 1.504 -2.000 2.324 -0.187 0.086 0.007 -0.47
C 1.814 -2.381 1.039 -0.120 -0.023 -0.205 -0.75
C 2.442 -1.498 0.146 0.262 0.037 -0.265 0.33
C 2.870 -1.955 -1.209 -0.031 -0.069 0.006 -1.64
C 2.764 -0.204 0.599 0.635 0.200 0.048 -1.13
C 2.455 0.165 1.942 0.612 -0.123 0.045 -0.62
H -0.143 -0.169 5.600 0.024 -0.045 -0.025 0.43
H -0.306 -1.543 4.522 0.005 0.056 -0.013 0.42
H -0.549 0.089 3.897 -0.023 0.028 -0.002 0.16
H 2.044 -1.206 4.828 0.070 -0.010 0.005 0.53
H 1.721 1.777 4.218 0.014 -0.001 0.008 0.26
H 3.237 0.947 4.606 -0.026 0.009 -0.008 0.42
H 1.961 1.048 5.803 -0.002 0.016 0.000 0.44
H 1.064 -2.724 3.001 -0.069 0.049 -0.029 0.61
H 1.603 -3.394 0.712 -0.048 0.037 -0.004 0.54
H 3.854 -2.426 -1.112 -0.012 0.004 -0.007 0.41
H 2.964 -1.127 -1.910 0.001 0.010 0.019 0.39
H 2.192 -2.704 -1.618 0.015 0.031 0.016 0.39
H 3.460 0.386 0.026 0.006 0.157 -0.104 0.70
H 2.854 1.097 2.316 -0.168 0.182 -0.031 0.53
C -1.015 2.968 3.732 -0.033 0.052 0.056 -1.08
C -0.274 2.774 2.461 -0.016 -0.134 0.082 0.74
O -0.058 1.590 2.031 0.157 0.013 -0.308 -0.97
N 0.168 3.806 1.781 0.069 0.029 -0.137 -0.02
C 0.777 3.674 0.454 -0.089 0.069 0.033 -1.43
C -0.285 3.271 -0.533 -0.128 0.032 0.023 1.01
C -0.906 4.224 -1.311 -0.020 0.070 -0.035 -0.83
C -1.985 3.866 -2.108 -0.025 0.035 -0.039 -0.54
C -2.433 2.556 -2.068 -0.093 0.074 -0.031 -0.74
C -1.765 1.647 -1.280 -0.009 -0.164 0.119 -0.39
N -0.693 1.977 -0.535 0.890 0.074 -0.106 0.21
H -0.476 2.481 4.546 0.004 0.007 -0.014 0.22
H -1.987 2.479 3.648 0.011 0.010 -0.012 0.32
H -1.158 4.021 3.967 0.007 -0.035 0.009 0.50
H 0.011 4.732 2.154 -0.027 0.029 0.017 0.33
H 1.591 2.952 0.496 0.157 -0.160 0.001 0.00
H 1.215 4.627 0.181 -0.009 0.080 0.014 0.72
H -0.550 5.247 -1.291 -0.003 -0.034 -0.016 0.52
H -2.474 4.602 -2.734 0.018 -0.024 0.014 0.48
H -3.288 2.233 -2.645 -0.001 0.010 0.024 0.51
H -2.104 0.623 -1.218 0.040 -0.038 -0.054 0.56
N 0.088 -0.588 -0.974 -0.441 0.135 0.846 0.65
C -0.566 -1.333 -1.877 0.468 0.001 -0.029 -0.56
C -1.702 -2.134 -1.470 0.004 0.223 -0.016 1.00
C -2.713 -2.430 -2.404 -0.097 -0.005 -0.073 -0.53
C -3.833 -3.143 -2.017 -0.015 -0.023 -0.036 -1.00
C -3.967 -3.566 -0.701 0.017 0.022 0.021 -0.45
C -2.978 -3.270 0.239 -0.049 -0.045 -0.020 -0.98
C -1.866 -2.551 -0.137 -0.078 -0.128 -0.025 0.08
C -0.077 -1.297 -3.235 0.040 0.093 -0.036 0.93
C -0.217 -2.409 -4.088 -0.003 -0.038 0.052 -0.38
C 0.264 -2.353 -5.381 0.035 -0.005 -0.046 -1.02
C 0.889 -1.198 -5.840 0.006 -0.013 -0.028 -0.48
C 1.058 -0.096 -5.000 0.033 -0.008 -0.001 -0.89
C 0.594 -0.148 -3.705 -0.041 -0.088 -0.033 -0.03
H -2.649 -2.057 -3.416 0.038 -0.009 0.005 0.65
H -4.605 -3.366 -2.742 0.009 0.035 0.039 0.46
H -4.849 -4.117 -0.400 0.035 -0.013 -0.010 0.45
H -3.085 -3.615 1.259 0.000 0.015 -0.027 0.48
H -1.098 -2.354 0.589 0.193 0.124 0.148 0.38
H -0.640 -3.333 -3.714 -0.053 0.047 -0.013 0.63
H 0.164 -3.212 -6.031 0.025 0.021 0.020 0.46
H 1.262 -1.160 -6.856 -0.016 0.003 0.027 0.46
H 1.559 0.791 -5.367 -0.049 -0.036 0.007 0.47
H 0.713 0.705 -3.051 0.005 0.058 0.044 0.45

---

(4)
63
Properties=species:S:1:pos:R:3:forces:R:3:mulliken_charge:R:1 method="wB97M-V/def2-TZVPD" de_lowest_kj_mol=32.71 gap_ha=0.233 total_charge=+2
Pb 0.395 -1.255 0.295 0.430 -0.647 -0.501 1.06
Br 3.809 4.654 -2.743 0.013 -0.010 0.004 -0.02
C 3.451 3.121 -1.773 0.078 -0.007 0.036 0.35
C 4.569 2.491 -1.003 -0.015 0.076 -0.078 0.28
Br 6.277 3.178 -1.207 -0.019 0.035 0.021 -0.03
C 4.359 1.441 -0.182 0.103 -0.101 0.125 -0.41
Br 5.681 0.650 0.866 -0.070 -0.012 -0.034 -0.02
C 3.036 0.843 -0.104 0.086 0.106 -0.072 0.69
O 2.746 -0.097 0.603 -0.118 0.014 0.057 -0.56
C 1.920 1.410 -1.011 0.138 0.204 -0.089 0.68
O 0.852 0.820 -1.039 -0.058 -0.243 0.113 -0.35
C 2.200 2.604 -1.774 -0.152 -0.025 -0.114 -0.45
Br 0.776 3.314 -2.755 0.014 -0.040 0.050 -0.03
C -1.669 -0.297 -3.162 -0.011 -0.032 -0.011 -0.70
C -1.645 -1.652 -2.525 -0.044 0.077 -0.068 0.66
N -2.145 -2.676 -3.203 -0.016 -0.005 -0.005 -0.36
O -1.179 -1.829 -1.377 0.090 0.044 0.063 -0.71
H -2.094 -0.314 -4.162 0.009 0.016 -0.002 0.36
H -0.654 0.098 -3.204 -0.005 -0.008 0.008 0.10
H -2.255 0.373 -2.533 0.007 -0.016 0.018 0.24
H -2.534 -2.560 -4.123 -0.003 0.030 0.008 0.22
H -2.153 -3.598 -2.795 0.021 0.016 0.041 0.25
C -2.879 -1.881 5.058 0.015 -0.017 0.100 -1.99
C -2.290 -0.524 5.466 0.108 -0.082 -0.291 2.46
C -2.710 -0.201 6.917 -0.065 0.111 -0.013 -1.71
C -0.758 -0.646 5.385 -0.029 -0.007 0.101 -1.60
Si -2.979 0.893 4.424 -0.034 -0.071 0.094 -2.02
Br -1.138 0.238 1.758 -0.650 0.655 0.646 0.07
C -2.344 2.638 4.740 0.257 -0.157 -0.272 2.43
C -2.260 3.476 3.451 -0.041 0.066 0.061 -1.57
C -3.359 3.262 5.721 -0.097 -0.048 0.006 -1.67
C -0.948 2.637 5.378 -0.044 0.113 0.053 -1.95
C -4.648 0.674 3.573 0.235 -0.027 -0.259 2.43
C -4.693 -0.555 2.646 -0.094 0.024 0.040 -1.58
C -5.661 0.497 4.727 0.060 -0.002 0.102 -1.67
C -5.040 1.895 2.732 -0.107 -0.028 0.031 -1.96
H -2.450 -2.648 5.708 -0.021 0.022 -0.006 0.60
H -2.625 -2.140 4.029 -0.009 -0.015 0.023 0.36
H -3.961 -1.925 5.180 0.018 -0.034 -0.023 0.39
H -2.368 -1.016 7.560 -0.016 0.011 -0.011 0.52
H -3.795 -0.124 7.032 0.035 -0.034 0.030 0.35
H -2.261 0.721 7.287 0.002 -0.044 0.021 0.32
H -0.458 -1.520 5.969 -0.016 0.031 -0.008 0.51
H -0.243 0.215 5.799 0.030 -0.024 -0.004 0.35
H -0.417 -0.795 4.360 0.008 -0.024 0.031 0.27
H -3.232 3.669 3.009 0.020 0.013 -0.015 0.35
H -1.623 3.003 2.700 -0.003 0.059 0.032 0.27
H -1.820 4.445 3.703 0.004 -0.036 -0.001 0.51
H -4.354 3.363 5.285 0.034 0.030 0.021 0.31
H -3.010 4.265 5.982 -0.006 -0.020 -0.003 0.52
H -3.449 2.694 6.651 0.016 0.055 -0.007 0.35
H -0.203 2.184 4.722 0.000 0.007 0.028 0.36
H -0.925 2.136 6.345 0.029 0.006 -0.016 0.39
H -0.651 3.675 5.547 -0.011 -0.020 0.002 0.60
H -4.549 -1.492 3.175 -0.003 -0.018 -0.026 0.34
H -3.953 -0.486 1.848 -0.041 -0.010 0.002 0.32
H -5.683 -0.591 2.183 0.021 0.007 0.017 0.51
H -5.464 -0.394 5.325 -0.048 0.018 -0.029 0.31
H -6.658 0.388 4.292 0.016 0.012 0.010 0.52
H -5.687 1.361 5.397 -0.040 -0.020 -0.025 0.35
H -4.327 2.079 1.927 -0.030 0.009 0.003 0.37
H -5.148 2.800 3.329 0.009 0.008 -0.038 0.38
H -6.011 1.694 2.272 0.012 0.009 0.026 0.60

---

What did we get for max |F|? Answer: 3.9; 0.7; 1.9; 1.1 eV/A, in the order shown.